1.
Molecular formula: C27H49BaNP2
Method: DFT, wB97M-V/def2-TZVPD

Its total charge is 0. Its HOMO energy (spin up / spin down) is -2.96 / -2.97 eV. The calculation puts the orbital gap (spin up / spin down) at 2.98 / 2.99 eV.

Atoms and positions in Å:
P1 0.545 -2.816 -0.912
P2 0.289 1.834 -1.198
C1 -0.172 -1.146 -1.257
C2 0.766 0.038 -1.696
H1 -0.831 -0.848 -0.402
H2 -0.910 -1.300 -2.060
H3 1.838 -0.134 -1.441
H4 0.754 0.087 -2.777
C3 -1.412 1.890 -1.836
H5 -2.077 2.042 -0.965
H6 -1.705 0.963 -2.357
H7 -1.517 2.756 -2.511
C4 1.258 3.020 -2.177
H8 0.782 3.289 -3.129
H9 2.271 2.642 -2.372
H10 1.354 3.933 -1.565
C5 -0.343 -4.127 -1.729
H11 -0.455 -4.976 -1.036
H12 0.208 -4.473 -2.624
H13 -1.348 -3.808 -2.042
C6 2.311 -2.968 -1.220
H14 2.801 -2.001 -1.413
H15 2.465 -3.642 -2.076
H16 2.803 -3.431 -0.352
Ba1 1.051 0.074 1.062
C7 1.369 1.123 -4.731
C8 0.037 1.270 -4.625
C9 -0.987 0.375 -5.251
C10 -0.613 -1.122 -5.413
C11 0.089 -1.737 -4.249
C12 1.418 -1.687 -4.062
C13 2.398 -1.186 -5.070
C14 2.050 0.191 -5.688
C15 0.452 -3.017 0.878
H17 2.053 1.797 -4.210
H18 -0.374 2.209 -4.251
H19 -1.256 0.759 -6.253
H20 -1.911 0.448 -4.655
H21 -1.552 -1.683 -5.548
H22 -0.053 -1.261 -6.350
H23 -0.551 -2.414 -3.671
H24 1.884 -2.190 -3.225
H25 2.530 -1.913 -5.893
H26 3.381 -1.109 -4.578
H27 3.000 0.665 -5.979
H28 1.483 0.058 -6.622
H29 1.365 -2.640 1.386
H30 0.450 -4.107 1.039
H31 -0.469 -2.605 1.349
C16 -0.163 1.617 7.730
C17 0.051 1.766 6.247
C18 1.030 2.652 5.777
C19 1.215 2.878 4.407
C20 2.249 3.880 3.974
C21 0.424 2.183 3.494
C22 -0.484 1.162 3.925
C23 -0.711 1.048 5.330
N1 -1.002 0.342 2.951
C24 -2.317 -0.331 3.140
C25 -2.184 -1.578 4.016
C26 -3.376 0.595 3.753
C27 -2.824 -0.744 1.758
H32 0.774 1.382 8.253
H33 -0.552 2.543 8.176
H34 -0.881 0.816 7.935
H35 1.645 3.200 6.496
H36 1.929 4.911 4.189
H37 3.191 3.722 4.519
H38 2.453 3.808 2.901
H39 0.427 2.461 2.424
H40 -1.463 0.353 5.703
H41 -1.964 -1.323 5.055
H42 -3.128 -2.138 4.000
H43 -1.382 -2.236 3.658
H44 -3.506 1.496 3.141
H45 -4.338 0.069 3.792
H46 -3.129 0.899 4.773
H47 -2.868 0.121 1.078
H48 -2.196 -1.522 1.301
H49 -3.840 -1.155 1.858

---

2.
Molecular formula: H4N2O2S
Method: DFT, wB97M-V/def2-TZVPD

Its total charge is 0. Its HOMO energy (spin up / spin down) is -9.72 / -9.71 eV. The calculation puts the orbital gap (spin up / spin down) at 8.94 / 8.86 eV.

Atoms and positions in Å:
N1 0.718 1.119 0.371
N2 0.221 -1.290 -0.603
O1 -1.581 -0.395 1.735
O2 -1.190 0.646 -1.354
S1 -0.545 0.122 -0.153
H1 1.043 1.895 -0.213
H2 0.556 1.371 1.358
H3 0.999 -1.429 -0.028
H4 -0.221 -2.039 -1.113

---

3.
Molecular formula: C5H10O
Method: DFT, wB97M-V/def2-TZVPD

Its total charge is 0. Its HOMO energy is -7.29 eV. The calculation puts the orbital gap at 8.12 eV.

Atoms and positions in Å:
C1 -0.960 0.893 -0.435
C2 0.343 -0.605 0.286
C3 -1.544 -0.791 -0.027
C4 1.193 0.225 1.235
O1 2.320 -0.263 0.479
C5 1.496 -0.450 -0.690
H1 -1.336 0.903 -1.460
H2 -0.012 1.423 -0.431
H3 -1.638 1.425 0.234
H4 -1.346 -1.635 -0.685
H5 -1.696 -1.117 0.999
H6 -2.529 -0.394 -0.354
H7 1.241 -0.071 2.289
H8 1.140 1.328 1.164
H9 1.799 -1.325 -1.277
H10 1.530 0.453 -1.327

---

4.
Molecular formula: C2H3FOSm
Method: DFT, wB97M-V/def2-TZVPD

Its total charge is +2. Its multiplicity is 7. Its expectation value of S² is 12.0071. Its HOMO energy (spin up / spin down) is -18.11 / -19.54 eV. The calculation puts the orbital gap (spin up / spin down) at 7.84 / 9.28 eV.

Atoms and positions in Å:
H1 0.034 0.065 -1.431
O1 1.057 -0.307 -0.173
C1 -0.226 -0.388 0.468
C2 -1.041 0.161 -0.664
Sm1 3.084 0.751 0.038
H2 -0.381 0.190 1.398
H3 -0.476 -1.459 0.602
F1 -2.051 0.987 -0.237

---

Results for energy above the lowest of the compared OMol25 structures with the same formula, charge and spin: 0.0, 118.6, 180.5, 32.0 (in kcal/mol, following the order of the records).
Results for molecular weight: 586.97, 96.11, 86.13, 212.40 (in g mol⁻¹, following the order of the records).